[1]
{
  "formula": "C2H3N2OP",
  "method": "wB97M-V/def2-TZVPD",
  "species": ["C", "C", "N", "N", "O", "P", "H", "H", "H"],
  "xyz": [[1.08, 0.24, 0.09], [1.18, 1.54, 0.01], [0.03, -0.64, 0.23], [-1.18, -0.35, 0.07], [-1.89, -1.52, -0.05], [-2.00, 1.08, 0.04], [1.86, -0.28, -0.36], [2.07, 2.07, -0.27], [-1.16, -2.15, 0.24]],
  "mulliken_charge": [0.104, -0.523, -0.879, 0.851, -0.490, -0.026, 0.326, 0.195, 0.442],
  "charge": 0,
  "e_above_lowest_kj_mol": 758.70,
  "orbital_gap_ev": [6.18, 6.10],
  "largest_force_ev_per_a": 2.4,
  "lumo_energy_ev": [-2.12, -2.12]
}


[2]
{
  "formula": "C2H3N2P",
  "method": "wB97M-V/def2-TZVPD",
  "species": ["C", "C", "N", "N", "P", "H", "H", "H"],
  "xyz": [[0.66, 0.18, 0.81], [1.09, -0.60, -0.37], [-0.55, 0.67, 0.65], [-1.12, 0.38, -0.49], [-0.18, -0.56, -1.53], [1.36, 0.24, 1.62], [2.09, -1.13, -0.47], [-3.35, 0.82, -0.22]],
  "mulliken_charge": [-0.123, -0.201, -0.249, -0.147, -0.055, 0.374, 0.301, 0.101],
  "charge": 0,
  "e_above_lowest_kj_mol": 460.56,
  "orbital_gap_ev": [9.66, 6.81],
  "largest_force_ev_per_a": 4.0,
  "lumo_energy_ev": [0.03, -2.69]
}


[3]
{
  "formula": "C2H3N3",
  "method": "wB97M-V/def2-TZVPD",
  "species": ["C", "C", "N", "N", "N", "H", "H", "H"],
  "xyz": [[0.95, -0.43, 0.33], [-0.31, -0.06, 0.67], [-0.84, 0.43, -0.47], [0.01, 0.33, -1.47], [1.11, -0.19, -1.00], [1.70, -0.88, 0.95], [-0.83, -0.02, 1.61], [-1.77, 0.83, -0.62]],
  "mulliken_charge": [-0.391, -0.093, 0.208, -0.493, -0.234, 0.392, 0.378, 0.232],
  "charge": 0,
  "e_above_lowest_kj_mol": 76.45,
  "orbital_gap_ev": 10.87,
  "largest_force_ev_per_a": 1.0,
  "lumo_energy_ev": 0.85
}


[4]
{
  "formula": "C2H3N3",
  "method": "wB97M-V/def2-TZVPD",
  "species": ["H", "N", "N", "N", "C", "C", "H", "H"],
  "xyz": [[1.44, 2.58, -0.26], [0.72, 1.93, 0.07], [0.23, 1.43, -0.94], [-0.82, 0.58, -0.56], [-0.52, -0.47, 0.00], [-0.35, -1.68, 0.46], [-0.19, -1.89, 1.51], [-0.51, -2.48, -0.26]],
  "mulliken_charge": [0.266, -0.315, -0.052, -0.158, 0.610, -0.846, 0.255, 0.240],
  "charge": 0,
  "e_above_lowest_kj_mol": 316.52,
  "orbital_gap_ev": 10.37,
  "largest_force_ev_per_a": 0.8,
  "lumo_energy_ev": 0.79
}


Copy entry 3 word for word.
{
  "formula": "C2H3N3",
  "method": "wB97M-V/def2-TZVPD",
  "species": ["C", "C", "N", "N", "N", "H", "H", "H"],
  "xyz": [[0.95, -0.43, 0.33], [-0.31, -0.06, 0.67], [-0.84, 0.43, -0.47], [0.01, 0.33, -1.47], [1.11, -0.19, -1.00], [1.70, -0.88, 0.95], [-0.83, -0.02, 1.61], [-1.77, 0.83, -0.62]],
  "mulliken_charge": [-0.391, -0.093, 0.208, -0.493, -0.234, 0.392, 0.378, 0.232],
  "charge": 0,
  "e_above_lowest_kj_mol": 76.45,
  "orbital_gap_ev": 10.87,
  "largest_force_ev_per_a": 1.0,
  "lumo_energy_ev": 0.85
}